Here is a cluster of 14 separate species, C4H36N2O14 in total from the Open Molecules 2025 dataset. Energies are from the ωB97M-V functional and the def2-TZVPD basis.

The value obtained for the energy above the lowest of the compared OMol25 structures with the same formula, charge and spin is 611.17 kJ/mol. As for the net charge: 0. As for the max |F|: 8.9 eV Å⁻¹. Its frontier orbital gap is 9.7 eV. Its HOMO energy is -9.82 eV.

Last column: Mulliken charge in e.
Element x y z (Å)
N 0.879 0.494 -1.230  0.960
C 0.727 3.124 0.334  -1.427
C 0.067 1.832 0.808  0.407
C -0.189 0.998 -0.373  -0.232
C -1.017 -0.248 0.068  -0.719
N -1.932 -0.545 -0.915  0.022
O -0.874 -0.928 0.974  -0.085
H 1.667 0.341 -0.589  0.125
H 1.049 0.987 -2.130  0.073
H -0.006 3.611 -0.432  0.264
H 1.627 3.083 -0.358  0.232
H 1.050 3.800 1.126  0.435
H 0.732 1.263 1.562  -0.396
H -0.875 2.210 1.339  0.178
H -0.975 1.759 -1.109  0.320
H -2.107 0.302 -1.559  0.305
H -2.681 -1.079 -0.704  0.299
H 0.157 0.584 4.293  0.325
H 0.488 1.888 3.411  0.390
O -0.115 1.513 4.209  -0.700
H -2.805 -1.159 1.513  0.168
H -3.735 -2.058 2.385  0.257
O -3.642 -1.627 1.516  -0.642
H -1.576 3.371 -2.960  0.239
H -0.650 2.305 -3.485  0.317
O -0.992 2.775 -2.644  -0.547
H -4.276 0.115 1.239  0.366
H -3.281 1.037 0.557  0.353
O -4.208 0.717 0.536  -0.675
H 4.294 -1.054 -0.834  0.338
H 4.521 0.272 -0.257  0.300
O 4.666 -0.176 -1.133  -0.626
H 3.300 -2.945 -0.770  0.306
H 1.942 -2.221 -0.607  0.238
O 2.780 -2.129 -1.003  -0.614
H -0.257 0.176 -4.437  0.337
H 0.861 0.863 -3.649  0.422
O 0.006 1.023 -4.122  -0.669
H 0.341 -2.903 2.582  0.448
H 0.016 -1.582 2.927  0.193
O 0.834 -2.083 2.828  -0.656
H -1.600 -3.473 1.926  0.341
H -0.754 -4.749 1.312  0.321
O -0.998 -4.215 2.082  -0.733
H 0.710 -2.188 -3.412  0.332
H -0.519 -1.545 -2.803  0.340
O -0.224 -2.156 -3.526  -0.685
H 1.917 -0.004 0.961  -0.196
H 1.860 -0.929 2.312  0.374
O 2.352 -0.179 1.782  -0.759
H 2.393 -0.669 -2.422  0.371
H 3.303 0.543 -3.262  0.328
O 2.711 -0.283 -3.391  -0.703
H -1.668 0.812 2.927  0.236
H -2.855 0.909 3.631  0.233
O -2.439 0.417 2.973  -0.429

Forces on the atoms, in the same order (eV/Å):
0.102 0.133 0.852
0.149 1.389 -2.405
1.805 1.329 2.020
-4.514 0.802 -2.438
-1.236 4.211 -7.775
2.425 4.318 -2.565
1.366 -3.973 6.695
0.350 0.435 -1.615
0.161 -0.194 2.243
0.981 -0.367 1.759
-0.725 -0.815 1.011
-0.457 0.101 0.035
-1.096 1.003 -0.927
0.974 -1.107 -0.770
2.542 -2.602 2.105
0.050 -2.261 1.350
-2.922 -2.171 0.749
0.138 0.401 -0.021
-1.957 -1.455 2.914
2.008 1.072 -2.818
0.418 0.017 0.527
0.210 0.445 -0.505
-0.632 -1.301 0.394
-3.117 3.317 -1.344
-0.624 0.352 1.660
3.101 -2.929 -0.211
-0.116 -1.402 1.489
-1.090 -0.251 0.187
0.781 2.334 -1.954
0.436 1.159 -1.054
0.508 -0.020 -1.194
-0.770 -0.553 2.375
-0.962 1.085 -0.383
-1.604 -0.265 0.982
2.139 -1.293 -0.485
-0.320 -1.247 -0.434
-0.677 -0.288 -1.387
1.572 0.699 0.488
1.111 -0.266 -0.083
0.175 0.931 0.020
-1.348 -0.987 0.447
0.047 -0.569 -0.949
-0.663 0.760 -0.025
0.540 -0.016 0.841
1.296 -0.079 -0.010
0.207 -0.756 -0.657
-1.501 1.009 0.773
-0.531 -0.469 -0.072
0.875 1.478 -1.943
0.251 -1.203 2.070
1.919 1.702 -3.526
-1.294 -2.412 0.332
-0.569 0.697 2.992
6.511 2.945 -0.455
-1.525 1.115 1.795
-4.895 -3.986 -1.098